66
Properties=species:S:1:pos:R:3:forces:R:3 method="wB97M-V/def2-TZVPD" relative_energy_kj_mol=0.0 charge=+1 max_force_ha_per_bohr=0.0637 mol_weight_g_mol=788.20 e_homo_ev="-9.49 / -10.44" multiplicity=3
W -0.105376 -0.053748 -0.040100 -3.168 -0.473 -0.683
Br 0.902268 0.219658 6.632811 0.001 0.018 -0.158
C 0.585959 0.167959 4.782299 -0.211 -0.011 0.101
C -0.714407 0.057104 4.297850 0.233 0.036 0.182
C -0.899687 -0.012797 2.940139 -0.171 -0.014 -0.133
N 0.108489 0.026195 2.046624 0.491 0.167 0.583
C 1.376943 0.153566 2.526998 -0.444 -0.097 0.360
C 1.636319 0.216114 3.890318 0.131 0.103 -0.152
C 2.428355 0.082855 1.518556 0.395 -0.047 -0.408
C 3.784135 0.210772 1.794421 -0.180 0.029 0.156
C 4.696407 0.006288 0.780768 0.124 -0.058 -0.164
Br 6.537036 0.197953 1.105370 -0.158 -0.012 -0.006
C 4.245605 -0.365198 -0.483474 0.153 0.063 0.198
C 2.890912 -0.441344 -0.686090 -0.031 -0.076 -0.074
N 1.982260 -0.187324 0.270841 1.692 0.070 0.322
H -1.557795 0.018988 4.971146 -0.032 -0.013 -0.044
H -1.886440 -0.115849 2.516033 0.027 -0.021 -0.017
H 2.649907 0.289469 4.253845 -0.006 0.001 -0.004
H 4.122246 0.473088 2.785417 0.027 -0.008 -0.014
H 4.940545 -0.560832 -1.286478 -0.031 -0.010 -0.024
H 2.493756 -0.704786 -1.657631 -0.030 0.041 0.000
C 1.858355 1.566467 -3.504912 -0.080 -0.094 0.062
C 0.633679 1.567840 -2.613650 0.163 0.225 0.000
C -0.501844 2.363086 -3.231624 -0.072 -0.095 0.096
O 0.191233 0.181019 -2.359815 0.336 0.147 0.549
C 0.946175 2.055721 -1.171968 0.563 0.732 -0.573
O 2.049902 2.440944 -0.863252 -0.251 0.165 -0.102
O -0.083951 1.931820 -0.366123 0.118 0.405 0.116
H 1.627888 1.094301 -4.461170 -0.015 0.014 0.000
H 2.695339 1.051519 -3.040076 0.006 0.015 0.001
H 2.162994 2.595460 -3.688919 0.032 -0.015 0.008
H -0.805522 1.909542 -4.179363 0.012 0.015 -0.011
H -0.176301 3.380963 -3.441336 0.042 -0.004 0.003
H -1.356847 2.409092 -2.561409 -0.035 -0.017 -0.014
H -0.483634 -0.051902 -3.003636 -0.234 -0.150 0.049
C -3.490066 -0.015778 -2.003012 -0.063 0.022 0.235
C -3.367477 0.308214 -0.498147 -0.098 0.052 -0.178
C -3.312524 1.831487 -0.319022 0.021 -0.061 0.028
C -2.097648 -0.412874 -0.050559 0.415 0.434 -0.109
C -4.567514 -0.233381 0.281144 0.042 -0.009 -0.036
C -5.620679 -0.921994 -0.311477 -0.035 -0.006 0.012
C -6.667262 -1.424405 0.453442 -0.023 -0.018 0.052
C -6.682747 -1.247623 1.826445 -0.028 -0.033 -0.031
C -5.644902 -0.552364 2.430943 0.019 0.008 0.048
C -4.604469 -0.054560 1.664670 -0.052 -0.019 0.026
H -2.619053 0.363412 -2.534629 0.038 0.081 -0.011
H -4.375336 0.462755 -2.426387 -0.002 -0.050 -0.030
H -3.551274 -1.093062 -2.164255 -0.007 0.009 -0.085
H -2.391341 2.246166 -0.717099 0.053 0.007 -0.055
H -3.357509 2.097877 0.736768 0.028 0.055 -0.015
H -4.162166 2.300603 -0.819047 -0.015 -0.008 0.038
H -2.418600 -1.413666 0.274361 0.183 -0.064 -0.060
H -5.655435 -1.074905 -1.381190 0.055 0.010 0.001
H -7.475896 -1.955592 -0.032296 0.005 0.008 -0.003
H -7.496685 -1.641607 2.420491 -0.004 0.017 -0.004
H -5.656256 -0.390741 3.501710 0.022 0.002 -0.005
H -3.814707 0.506165 2.152358 -0.034 0.020 -0.015
C -0.760592 -5.246043 1.257651 -0.014 0.081 0.008
C 0.019183 -4.683872 0.058902 -0.109 -0.420 0.133
C 0.024187 -3.235611 0.043112 0.057 0.195 -0.033
N -0.002905 -2.085939 0.024745 0.038 -1.410 0.001
H -0.709002 -6.332265 1.241630 0.003 0.000 -0.019
H -1.807117 -4.949142 1.213380 0.006 0.001 0.001
H -0.340493 -4.895451 2.198958 0.015 -0.006 -0.009
H -0.433616 -5.024762 -0.874864 0.076 0.022 -0.027
H 1.052588 -5.034263 0.077789 0.007 0.048 -0.060



85
Properties=species:S:1:pos:R:3:forces:R:3 method="wB97M-V/def2-TZVPD" relative_energy_kj_mol=12.5 charge=-2 max_force_ha_per_bohr=0.0294 mol_weight_g_mol=988.39 e_homo_ev=-2.01 multiplicity=1
Ti 0.040463 -0.868259 0.701781 0.286 -0.758 1.275
C -2.713892 -1.904521 3.092181 -0.022 0.023 0.012
C -2.662193 -1.720403 1.730182 0.017 -0.059 -0.061
C -2.131844 -0.406182 1.463009 -0.018 0.025 -0.120
C -1.948051 0.209375 2.755007 0.026 0.045 0.011
C -2.268675 -0.708270 3.729077 0.060 -0.031 -0.027
H -2.986820 -2.821793 3.598142 0.000 -0.003 0.000
H -2.925174 -2.445979 0.972611 0.007 0.021 0.015
H -2.409758 0.141927 0.567617 -0.001 -0.016 0.009
H -1.550667 1.197302 2.941918 -0.017 0.003 -0.008
H -2.113442 -0.576278 4.789755 0.013 0.007 0.019
C -3.085788 1.319690 -1.881334 -0.042 0.011 -0.013
C -1.809967 2.138158 -2.089355 0.024 0.027 -0.022
C -2.154559 3.599425 -2.431916 -0.030 0.033 0.042
P -0.556415 1.831255 -0.747214 -0.115 0.084 -0.073
C 1.011038 2.412162 -1.566351 0.048 -0.016 0.038
C 1.429857 1.335454 -2.573951 0.029 0.022 0.024
C 1.073170 3.770519 -2.269350 0.034 -0.004 -0.031
C -0.930620 3.021175 0.654379 0.107 0.044 -0.013
C -2.427663 3.205812 0.900388 -0.016 -0.029 0.036
C -0.215617 4.371348 0.686840 -0.058 0.014 -0.004
H -3.704998 1.362183 -2.783651 -0.012 0.008 0.004
H -3.679478 1.712985 -1.052438 0.022 -0.048 -0.048
H -2.853881 0.274549 -1.684344 0.014 -0.001 -0.018
H -1.299672 1.687648 -2.946257 0.023 -0.018 0.010
H -3.110587 3.878588 -1.984395 0.004 0.005 -0.007
H -2.254644 3.732819 -3.513403 -0.019 -0.006 -0.007
H -1.409105 4.312034 -2.081200 -0.083 -0.043 -0.029
H 1.733980 2.397814 -0.741964 -0.027 0.003 -0.026
H 0.838080 1.415213 -3.490214 -0.020 -0.022 0.003
H 1.300499 0.332760 -2.179578 -0.001 0.032 0.015
H 2.480529 1.466909 -2.846378 0.010 0.014 -0.013
H 0.428632 3.774643 -3.152002 0.043 -0.005 0.022
H 2.096641 3.937977 -2.620687 0.007 0.000 -0.001
H 0.796329 4.613787 -1.640872 0.016 -0.013 -0.011
H -0.542257 2.454172 1.501613 0.024 0.000 0.004
H -2.894773 3.823112 0.130429 0.014 -0.017 0.017
H -2.568769 3.708348 1.861733 -0.011 0.012 0.001
H -2.954889 2.253641 0.962580 0.026 0.028 0.013
H -0.601091 5.061072 -0.069609 0.013 -0.014 0.022
H 0.861362 4.269414 0.552826 0.004 -0.006 -0.001
H -0.378357 4.833607 1.665457 -0.006 0.006 0.000
F 2.139592 -1.633211 -3.075319 0.010 0.028 -0.023
C 2.482053 -2.592443 -2.220032 0.039 -0.025 -0.009
F 1.527267 -3.531081 -2.275265 0.016 -0.025 0.022
F 3.616661 -3.154525 -2.697967 -0.009 -0.003 0.011
C 2.644543 -2.033452 -0.762659 0.044 -0.002 0.040
O 1.663652 -1.179086 -0.473743 -0.030 0.124 -0.177
C 2.700152 -3.256414 0.217899 0.010 -0.022 -0.010
F 3.520828 -4.240966 -0.233625 -0.026 0.043 -0.004
F 3.163275 -2.882643 1.409995 0.012 -0.011 0.020
F 1.501078 -3.803207 0.376306 0.029 0.006 -0.011
C 4.017360 -1.277014 -0.680591 0.017 -0.010 0.000
F 5.095535 -2.085142 -0.652546 -0.013 -0.063 -0.018
F 4.178659 -0.458562 -1.736014 -0.042 0.001 -0.040
F 4.073763 -0.518339 0.411168 -0.015 0.015 0.068
Br -2.986544 -7.452054 -4.280048 0.001 0.003 0.003
C -2.408370 -5.791489 -3.534571 0.006 -0.006 0.000
C -2.153886 -5.714802 -2.176598 -0.007 -0.015 -0.005
C -1.736431 -4.503459 -1.643215 0.003 0.043 -0.017
C -1.576997 -3.390960 -2.460635 -0.119 0.035 -0.011
C -1.836052 -3.497325 -3.821228 0.009 0.012 0.048
C -2.254918 -4.699350 -4.371167 -0.001 -0.017 -0.009
C -1.118359 -2.060564 -1.886103 0.325 -0.098 -0.123
O -0.964713 -1.107863 -2.646723 -0.151 0.032 0.041
O -0.902148 -2.096880 -0.629815 -0.113 0.118 0.100
H -2.278934 -6.584588 -1.546350 0.001 -0.003 -0.002
H -1.525269 -4.402676 -0.586576 0.007 0.001 -0.001
H -1.697179 -2.617145 -4.435352 0.001 0.002 0.001
H -2.457479 -4.790087 -5.429814 0.001 -0.001 0.001
F 3.418181 2.099187 1.166872 0.024 0.050 0.024
C 3.069779 1.924001 2.448653 -0.096 -0.049 -0.052
F 2.478115 3.046721 2.866024 0.051 -0.017 -0.038
F 4.194506 1.751536 3.156808 0.040 0.059 0.046
S 1.996339 0.407271 2.638890 -0.014 0.246 0.033
O 0.534515 -1.711137 2.007486 -0.532 0.206 -0.948
O 1.014814 0.796127 1.540458 0.117 -0.024 -0.031
N 1.322522 0.828279 4.031251 0.060 0.007 0.089
S 1.518382 -0.077536 5.306737 -0.038 0.038 -0.003
O 0.294421 -0.277687 6.019354 -0.059 0.013 0.039
O 2.439655 -1.169124 5.161276 0.067 -0.039 -0.024
C 2.409681 1.106954 6.417762 -0.026 -0.002 -0.001
F 2.626187 0.537956 7.617141 -0.022 -0.017 -0.034
F 3.601688 1.460139 5.923785 0.057 0.017 -0.041
F 1.707122 2.227478 6.627004 -0.007 -0.007 -0.007



71
Properties=species:S:1:pos:R:3:forces:R:3 method="wB97M-V/def2-TZVPD" relative_energy_kj_mol=179.3 max_force_ha_per_bohr=0.0304 mol_weight_g_mol=1028.95 e_homo_ev="-7.41 / -7.69" multiplicity=1
W -0.249691 -0.743572 -0.596621 0.599 -0.393 1.392
C 3.300608 -0.597229 1.843050 0.022 0.107 0.082
O 2.032249 0.018592 1.816211 -0.238 -0.360 -0.414
C 1.749650 0.981502 2.723490 0.139 0.031 0.054
C 2.639142 1.388846 3.700212 -0.062 0.060 0.045
C 2.258164 2.396695 4.577881 0.087 -0.041 -0.031
Br 3.476746 2.950428 5.916066 0.024 -0.011 0.028
C 1.041290 3.010464 4.467591 -0.182 0.105 0.016
C 0.153385 2.614032 3.458954 -0.238 0.413 0.222
C 0.483324 1.573145 2.607090 -0.181 0.145 0.024
O -0.356729 1.125500 1.621982 0.598 0.036 0.085
C -1.108811 3.387549 3.359179 0.202 -0.282 0.034
N -1.682602 3.965004 4.377679 -0.239 0.198 -0.084
C -2.797459 4.605642 3.839690 0.120 -0.011 0.423
C -3.783422 5.365652 4.473687 -0.002 0.023 0.045
C -4.808366 5.870081 3.698737 0.051 -0.025 -0.039
C -4.870363 5.622826 2.313953 0.022 -0.022 0.052
C -3.905415 4.872964 1.671683 0.061 -0.004 0.062
C -2.868176 4.386390 2.466454 0.136 -0.246 -0.267
N -1.764273 3.602918 2.181520 -0.215 0.185 -0.292
H 3.473029 -1.119883 2.786275 0.007 -0.022 0.020
H 4.098914 0.129377 1.677550 0.051 0.050 0.035
H 3.306189 -1.307149 1.021249 -0.009 -0.080 -0.033
H 3.615701 0.943567 3.796793 0.035 -0.063 -0.035
H 0.742378 3.809157 5.132204 0.004 -0.031 -0.035
H -1.301818 1.194510 1.873402 -0.189 -0.124 0.010
H -3.736392 5.543497 5.541723 -0.006 -0.017 -0.067
H -5.587576 6.463412 4.161673 0.025 -0.029 -0.016
H -5.701882 6.018208 1.744256 0.023 -0.002 0.008
H -3.961925 4.657127 0.611998 0.007 0.014 0.042
H -1.496133 3.274799 1.268638 0.024 -0.089 0.012
N 1.017946 -2.844754 -0.566089 -0.490 -0.028 -0.105
C 0.051361 -3.774268 -1.111265 0.041 0.396 -0.156
C 0.016462 -5.097617 -0.832149 -0.143 -0.721 0.130
C -0.913344 -5.947540 -1.491359 0.341 0.083 0.283
C -1.720250 -5.446170 -2.463090 -0.085 0.093 -0.160
C -1.677618 -4.066845 -2.784923 -0.023 -0.183 -0.115
C -2.386486 -3.503380 -3.867155 -0.238 -0.474 -0.078
C -2.230133 -2.191639 -4.141727 0.109 0.622 -0.150
C -1.464419 -1.383392 -3.280718 -0.301 0.074 -0.596
N -0.817521 -1.859101 -2.236488 -0.343 -0.679 -0.337
C -0.844860 -3.224110 -2.045505 0.347 -0.308 0.024
H 1.167012 -3.057929 0.409147 0.162 0.024 0.223
H 1.892403 -2.973537 -1.065971 0.124 0.304 -0.029
H 0.708367 -5.506502 -0.103391 -0.040 -0.035 -0.067
H -0.945076 -7.002509 -1.247693 0.037 0.087 0.030
H -2.389037 -6.092571 -3.019865 0.014 0.059 0.042
H -3.047961 -4.125961 -4.462776 0.107 0.048 0.075
H -2.754358 -1.714614 -4.958323 0.070 0.003 0.040
H -1.396126 -0.320917 -3.426858 -0.129 0.178 -0.053
S -3.711258 0.794279 1.482857 0.213 -0.066 0.058
Sb -2.977461 -0.307442 -0.339778 -0.791 0.752 0.082
S -1.196868 1.264999 -1.289746 0.030 -0.383 0.397
S -1.046030 -1.860440 1.180668 0.256 0.861 -0.832
S -4.450516 -0.871291 -1.935686 0.266 -0.229 -0.047
C 3.609363 0.415869 -3.866151 0.091 0.167 -0.101
Ge 2.773397 -0.935868 -2.740962 0.024 0.118 0.138
C 2.053438 -2.247347 -3.997642 -0.197 -0.099 -0.064
C 4.228038 -1.839896 -1.795460 0.277 -0.125 0.099
C 1.609939 -0.004922 -1.453391 -0.143 -0.283 -0.533
H 4.366579 -0.045038 -4.507446 -0.066 0.077 0.042
H 4.086332 1.195246 -3.266128 -0.040 -0.074 -0.056
H 2.857579 0.889245 -4.503049 0.075 -0.011 0.026
H 2.877657 -2.462952 -4.683847 -0.104 -0.061 0.013
H 1.227760 -1.838618 -4.583942 0.017 -0.052 0.024
H 1.731474 -3.191427 -3.549335 -0.006 0.066 -0.016
H 4.975393 -2.140390 -2.538544 -0.064 0.004 0.150
H 3.944711 -2.739997 -1.238832 0.030 0.077 -0.044
H 4.706199 -1.147558 -1.096130 -0.017 -0.088 -0.058
H 1.347816 0.890000 -2.016449 0.012 0.237 0.023
H 2.330331 0.312861 -0.699080 -0.101 0.056 0.318



61
Properties=species:S:1:pos:R:3:forces:R:3 method="wB97M-V/def2-TZVPD" charge=+2 max_force_ha_per_bohr=0.0765 mol_weight_g_mol=493.90 e_homo_ev="-14.15 / -14.56" multiplicity=5
Co 1.317974 0.939698 -0.058988 -0.297 -2.441 -0.288
Cl -0.441827 -0.111364 0.782582 0.304 0.120 0.438
P -0.070488 2.205836 -1.002565 -2.182 2.636 -1.943
C 0.794836 2.344206 -2.598692 -0.130 0.025 0.514
C 1.831441 3.283643 -2.728890 0.145 -0.608 -0.032
C 2.663153 3.219286 -3.843474 -0.093 -0.226 -0.267
C 2.400089 2.292160 -4.862325 -0.216 -0.115 0.090
C 1.328139 1.388837 -4.738038 -0.057 0.314 -0.029
C 0.533983 1.380889 -3.596630 0.412 0.239 -0.017
C -1.844358 2.260742 -1.331335 -0.481 0.156 -0.136
C -2.787001 2.144281 -0.297248 0.029 -0.229 -0.174
C -4.149452 2.261516 -0.559195 -0.082 0.317 -0.172
C -4.611184 2.534194 -1.850682 0.571 -0.009 -0.266
C -3.669043 2.647678 -2.882055 -0.214 -0.043 -0.048
C -2.300902 2.559124 -2.627078 -0.005 -0.434 -0.107
C 0.302785 3.596773 0.103265 -0.187 0.249 0.340
C 0.844669 3.433159 1.401699 0.359 -0.012 -0.445
C 1.167160 4.554931 2.179738 -0.046 -0.396 -0.066
C 0.858849 5.829869 1.698724 0.009 -0.390 0.013
C 0.230375 5.981013 0.457406 -0.076 -0.046 0.010
C -0.056452 4.876143 -0.342906 0.316 0.182 0.454
H -2.444895 1.939654 0.707223 -0.089 -0.032 0.110
H -4.880423 2.165695 0.235369 0.213 -0.015 0.081
H -5.680077 2.672365 -2.064160 0.572 -0.232 0.169
H -4.000955 2.758265 -3.916691 0.093 0.230 0.371
H -1.599272 2.667880 -3.455792 -0.298 0.019 0.281
H 2.005382 3.999831 -1.925962 0.045 -0.091 -0.297
H 3.525550 3.875020 -3.914161 -0.216 0.041 -0.097
H 3.018074 2.266491 -5.769896 -0.257 0.040 0.524
H 1.071951 0.705793 -5.545861 0.271 0.103 0.135
H -0.266627 0.637707 -3.501877 0.287 0.415 0.055
H 1.024854 2.418677 1.822387 -0.205 0.633 -0.204
H 1.646846 4.413825 3.161396 -0.388 0.182 -0.554
H 1.090890 6.690492 2.321719 -0.086 -0.082 -0.234
H -0.057764 6.969101 0.109733 0.089 -0.118 0.094
H -0.570740 5.001517 -1.294794 0.176 0.013 0.149
H 3.732846 2.267710 -0.750584 -0.035 0.058 0.641
H 3.749518 2.410521 0.003265 -0.056 -0.060 -0.622
C 2.189799 -1.229651 2.464947 -0.512 -0.308 0.247
N 2.909943 -0.059478 1.943918 0.325 0.621 -0.839
C 3.545924 0.765404 2.981681 0.452 0.666 0.525
C 3.958004 -0.475751 0.965308 0.891 0.350 -0.079
C 3.428624 -0.997117 -0.330513 0.516 -0.535 -0.562
C 4.308846 -1.763721 -1.119678 -0.447 0.049 -0.081
C 3.910151 -2.319258 -2.351506 0.217 0.771 0.274
C 2.599069 -2.096872 -2.792112 -0.338 0.315 0.888
C 1.724806 -1.317520 -1.980117 -0.361 -0.405 -0.768
C 2.166025 -0.691629 -0.815566 0.716 -0.386 -0.558
H 2.908606 -1.914634 2.951571 -0.386 0.455 -0.232
H 1.688332 -1.695999 1.614822 0.085 -0.163 0.323
H 1.451326 -0.833888 3.158421 -0.066 -0.395 0.147
H 2.229577 0.574555 1.423823 1.057 -1.092 1.426
H 4.153600 0.103844 3.596013 0.071 0.102 0.034
H 4.185117 1.508539 2.481685 -0.239 -0.234 0.340
H 2.813835 1.275015 3.612713 -0.055 -0.245 -0.158
H 4.582110 0.414115 0.772227 -0.128 -0.402 0.198
H 4.562872 -1.228362 1.493924 -0.107 0.277 -0.259
H 5.320363 -1.849931 -0.730753 -0.026 -0.381 -0.267
H 4.639369 -2.855889 -2.982896 -0.547 0.228 0.526
H 2.257716 -2.542976 -3.734557 -0.001 0.246 0.537
H 0.654964 -1.242772 -2.237505 0.688 0.071 -0.131